(1)
{"formula": "C6H7N5", "method": "wB97M-V/def2-TZVPD", "energy_ha": -506.5069, "e_lumo_ev": 0.49, "multiplicity": 1, "symbols": ["C", "C", "C", "C", "C", "C", "H", "H", "H", "H", "H", "H", "H", "N", "N", "N", "N", "N"], "positions_angstrom": [[-3.148, -0.460, 0.160], [-0.719, -0.067, -0.117], [1.118, 2.047, 0.058], [1.576, 0.740, 0.086], [2.516, -1.309, -0.055], [0.683, -0.398, -0.016], [-3.936, -1.225, 0.508], [-2.891, 0.515, 0.857], [-3.701, 0.009, -0.690], [-1.510, -2.015, -0.439], [1.863, 2.906, 0.228], [3.836, 0.415, 0.276], [3.406, -1.887, -0.436], [-1.713, -1.016, -0.063], [-1.125, 1.154, -0.335], [-0.269, 2.141, -0.041], [2.766, 0.064, -0.050], [1.250, -1.615, 0.068]], "atomic_forces_ev_per_a": [[0.7514, 1.2232, 0.9372], [0.6407, -2.5432, -0.5334], [-2.3254, -0.1553, 0.6320], [-0.5413, -3.5750, -1.3079], [1.7576, 0.5280, -0.6582], [-2.5816, 3.3598, 1.3892], [1.9260, 0.9057, 0.1824], [-1.2799, -2.8518, -1.3067], [1.1719, -0.3705, -0.0234], [-0.6395, 2.6822, 1.1152], [-2.0026, -0.9789, -0.3260], [-4.1988, -1.0996, -1.4732], [-1.3426, -0.0693, 1.2032], [-1.6556, -1.5218, -0.7554], [1.4269, 1.5863, 1.4969], [2.8081, 2.2765, -0.9083], [4.6796, 0.8682, 1.6851], [1.4051, -0.2645, -1.3488]]}

(2)
{"formula": "C3H3BrO", "method": "wB97M-V/def2-TZVPD", "energy_ha": -2765.2717, "e_lumo_ev": 0.10, "multiplicity": 1, "symbols": ["C", "C", "C", "O", "Br", "H", "H", "H"], "positions_angstrom": [[0.390, 1.245, 0.102], [0.791, 0.068, 0.227], [-0.560, -0.536, -0.067], [-0.090, 2.320, 0.279], [2.385, -0.812, -0.272], [-1.289, 0.157, -0.326], [-0.938, -1.181, 0.917], [-0.690, -1.262, -0.861]], "atomic_forces_ev_per_a": [[-0.4700, 7.6878, 1.6059], [0.7675, -4.1434, -1.6430], [-1.1086, -5.0327, 3.3436], [0.9392, -1.9785, -0.9806], [-0.3301, 0.3956, 0.3721], [-1.4674, 1.4512, 0.0456], [0.7011, 1.7712, -2.3182], [0.9684, -0.1511, -0.4252]]}

(3)
{"formula": "C37H51BrEuN2P2S", "method": "wB97M-V/def2-TZVPD", "energy_ha": -5914.6239, "total_charge": 2, "e_lumo_ev": [-6.28, -6.26], "multiplicity": 8, "symbols": ["N", "C", "C", "C", "C", "C", "C", "Eu", "P", "C", "C", "C", "C", "C", "C", "C", "Br", "H", "H", "H", "H", "H", "H", "H", "H", "H", "H", "P", "C", "C", "H", "H", "H", "H", "H", "C", "C", "H", "H", "H", "H", "H", "C", "C", "H", "H", "H", "H", "H", "C", "C", "H", "H", "H", "H", "H", "C", "C", "H", "H", "H", "H", "H", "C", "C", "H", "H", "H", "H", "H", "N", "S", "C", "C", "C", "C", "C", "C", "C", "C", "C", "C", "C", "C", "H", "H", "H", "H", "H", "H", "H", "H", "H", "H", "H"], "positions_angstrom": [[-4.738, -1.356, 3.203], [-3.872, -0.402, 3.596], [-3.585, 0.714, 2.810], [-4.203, 0.856, 1.535], [-4.962, -0.240, 1.073], [-5.245, -1.284, 1.966], [-3.911, 2.052, 0.781], [0.422, 0.990, -0.724], [2.956, 0.313, -1.996], [-3.901, 2.143, -0.581], [-2.674, 2.502, -1.253], [-2.445, 2.166, -2.613], [-1.195, 2.313, -3.221], [-0.206, 3.020, -2.511], [-0.388, 3.447, -1.173], [-1.607, 3.140, -0.536], [1.283, 3.860, -3.529], [-3.443, 2.835, 1.398], [-4.699, 1.816, -1.223], [-2.915, 1.488, 3.204], [-5.373, -0.244, 0.062], [-3.390, -0.509, 4.569], [-5.908, -2.090, 1.662], [-3.296, 1.823, -3.209], [-1.770, 3.478, 0.479], [-0.994, 1.965, -4.230], [0.470, 3.818, -0.614], [-0.394, -1.983, -0.405], [3.314, 1.896, -1.096], [4.086, 2.943, -1.895], [3.862, 1.610, -0.181], [2.391, 2.403, -0.730], [4.314, 3.793, -1.235], [5.017, 2.554, -2.320], [3.431, 3.330, -2.692], [2.497, 0.673, -3.739], [3.643, 0.741, -4.747], [1.896, 1.606, -3.772], [1.798, -0.121, -4.065], [3.259, 1.024, -5.737], [4.425, 1.466, -4.487], [4.107, -0.248, -4.854], [4.451, -0.743, -1.979], [5.768, 0.018, -1.871], [4.464, -1.427, -2.845], [4.338, -1.394, -1.093], [6.597, -0.689, -1.739], [5.983, 0.594, -2.779], [5.773, 0.693, -1.013], [0.580, -3.396, 0.313], [2.070, -3.367, 0.029], [0.121, -4.320, -0.076], [0.414, -3.363, 1.402], [2.525, -4.280, 0.420], [2.299, -3.330, -1.039], [2.577, -2.522, 0.510], [-0.265, -2.427, -2.202], [-1.230, -1.656, -3.112], [-0.469, -3.512, -2.247], [0.783, -2.242, -2.501], [-1.188, -2.100, -4.118], [-2.272, -1.730, -2.762], [-0.974, -0.582, -3.211], [-2.090, -2.684, -0.100], [-2.332, -3.103, 1.340], [-2.224, -3.541, -0.780], [-2.796, -1.889, -0.391], [-3.364, -3.445, 1.460], [-1.691, -3.927, 1.661], [-2.185, -2.269, 2.037], [0.351, 0.229, 1.608], [-0.126, 0.089, 3.153], [0.621, -1.336, 3.990], [-0.165, -2.446, 4.367], [0.354, -3.423, 5.227], [1.651, -3.301, 5.745], [2.458, -2.240, 5.307], [1.955, -1.285, 4.413], [0.682, 1.366, 4.102], [1.361, 2.368, 3.414], [1.920, 3.448, 4.105], [1.808, 3.530, 5.500], [1.189, 2.482, 6.201], [0.637, 1.401, 5.508], [1.003, -0.557, 1.474], [-1.198, -2.510, 4.021], [-0.254, -4.290, 5.520], [2.031, -4.025, 6.481], [3.483, -2.149, 5.687], [2.589, -0.455, 4.102], [1.448, 2.291, 2.334], [2.454, 4.231, 3.566], [2.220, 4.386, 6.041], [1.150, 2.508, 7.289], [0.161, 0.592, 6.051]], "atomic_forces_ev_per_a": [[0.5363, 0.2605, 0.0407], [-0.4015, -0.0566, -0.8353], [-0.5554, 0.1712, -0.2781], [-0.8137, -0.8797, 1.2168], [-0.0919, 0.2043, 0.4260], [0.4630, 0.6373, -0.1163], [0.4838, 0.1705, -0.4170], [-0.5183, -1.7052, 0.8119], [-1.1605, -0.6026, 0.1913], [0.0370, 0.2246, 0.5005], [1.0870, 1.7778, -0.1396], [-0.1994, -0.2768, 0.3303], [0.2105, 0.8516, 0.7869], [0.5618, 1.1559, -0.7019], [-1.0329, -0.5047, -0.5802], [0.4646, 0.0084, -1.0573], [-1.7486, -0.2549, 0.6800], [0.5858, -0.5804, -0.4638], [-0.0752, -1.1483, 0.0161], [-0.3428, -0.2164, -0.2182], [-0.0048, -0.0128, 0.3616], [-0.3028, -0.0930, -0.1757], [0.0747, 0.0631, 0.0842], [0.3887, -0.2693, 0.2347], [0.1759, -0.1902, 0.0218], [-0.2116, 0.2759, 0.0415], [-0.3335, 0.6702, -0.1456], [-0.2898, -1.1814, -0.9439], [0.7232, -0.0123, -0.3200], [-0.0945, 0.6353, 0.0839], [-0.1971, 0.0144, -0.2379], [0.3075, -0.2062, -0.1715], [0.1300, -0.1524, -0.2606], [-0.2721, 0.1181, 0.1673], [0.8236, -0.3217, 0.3674], [-0.1517, 0.2555, -0.3913], [0.1745, 0.0333, -0.4001], [0.5265, -0.7312, 0.1479], [0.3069, 0.1481, 0.2967], [0.0886, -0.1002, 0.2311], [-0.2592, -0.1706, 0.0511], [0.0005, 0.2778, -0.0031], [0.2953, -0.2533, 0.5421], [0.4895, -0.1117, -0.2786], [-0.2792, 0.4006, 0.2101], [0.0171, 0.2209, -0.3363], [-0.1814, 0.1434, 0.0049], [-0.0675, -0.0959, 0.2325], [0.0642, -0.0531, -0.0915], [-0.1789, 0.4845, 0.2116], [0.3219, -0.1487, -0.0225], [0.1126, 0.2627, 0.1663], [0.0468, -0.1361, -0.2923], [0.0656, 0.1007, -0.0268], [-0.0676, 0.0123, 0.0370], [-0.1215, -0.0258, -0.0274], [0.1800, -0.0929, 0.2139], [-0.0095, -0.1939, -0.1305], [0.1822, 0.3721, -0.2664], [-0.3796, -0.2096, -0.0393], [-0.0901, 0.3039, 0.2240], [0.3420, 0.0578, -0.1166], [-0.0412, -0.3600, 0.0923], [0.0851, 0.5250, -0.1617], [-0.2801, -0.0331, 0.3002], [0.0306, 0.2747, 0.1425], [-0.0016, -0.3697, 0.0897], [0.1061, 0.0755, 0.0361], [-0.0255, 0.0953, -0.1284], [-0.0485, -0.0377, -0.1348], [0.5452, -0.4562, 0.4950], [-0.2806, -0.3933, 0.6667], [0.2881, -0.8302, 0.2525], [-0.0866, 0.4789, -0.0647], [0.1244, -0.0367, 0.0162], [-0.0929, 0.2474, -0.3320], [-0.0992, -0.0465, -0.0984], [0.1717, 0.0278, 0.2647], [0.8863, 0.9080, 0.4788], [-0.0877, 0.1616, 0.1799], [-0.0758, -0.0134, 0.4625], [-0.0468, -0.4279, -0.3125], [0.0450, 0.0390, -0.4879], [-0.2335, 0.1998, -0.2826], [0.0433, 0.3698, -0.0679], [0.2366, -0.0481, 0.1570], [0.1606, 0.5509, -0.1760], [-0.2198, 0.4033, -0.4967], [-0.4764, 0.0070, -0.2660], [-0.1233, -0.1669, 0.1520], [0.0101, 0.0799, 0.1315], [-0.1953, -0.2293, 0.0860], [-0.1243, -0.3474, -0.2179], [-0.0574, -0.0418, -0.2543], [0.0284, 0.0697, 0.0321]]}

(4)
{"formula": "C38H55As2N4O5PPtTe", "method": "wB97M-V/def2-TZVPD", "energy_ha": -7275.8514, "total_charge": 2, "e_lumo_ev": [-5.22, -8.20], "multiplicity": 5, "symbols": ["Pt", "C", "As", "C", "C", "C", "C", "C", "C", "C", "As", "C", "C", "H", "H", "H", "H", "H", "H", "H", "H", "H", "H", "H", "H", "H", "H", "H", "H", "O", "C", "C", "C", "C", "C", "C", "C", "O", "N", "O", "O", "H", "H", "H", "H", "C", "C", "C", "C", "C", "C", "Te", "C", "C", "C", "H", "H", "H", "H", "H", "H", "H", "H", "H", "H", "H", "O", "P", "N", "C", "C", "C", "C", "N", "C", "C", "C", "C", "N", "C", "C", "C", "C", "H", "H", "H", "H", "H", "H", "H", "H", "H", "H", "H", "H", "H", "H", "H", "H", "H", "H", "H", "H", "H", "H", "H", "H"], "positions_angstrom": [[-0.626, -0.020, 0.616], [-1.639, 2.736, 3.089], [-2.028, 1.886, 1.403], [-2.128, 3.426, 0.226], [-3.885, 1.350, 1.620], [-4.579, 1.680, 2.778], [-5.918, 1.336, 2.926], [-6.577, 0.646, 1.923], [-5.892, 0.273, 0.775], [-4.554, 0.625, 0.632], [-3.683, 0.048, -0.983], [-4.113, 1.363, -2.342], [-4.611, -1.533, -1.562], [-2.358, 3.533, 3.273], [-0.643, 3.165, 3.024], [-1.667, 2.012, 3.901], [-3.081, 3.929, 0.379], [-2.012, 3.129, -0.814], [-1.312, 4.097, 0.487], [-4.087, 2.217, 3.577], [-6.446, 1.611, 3.830], [-7.619, 0.377, 2.035], [-6.406, -0.304, 0.017], [-3.846, 0.988, -3.327], [-3.609, 2.307, -2.153], [-5.194, 1.493, -2.254], [-5.570, -1.215, -1.971], [-4.753, -2.209, -0.723], [-4.035, -2.025, -2.344], [-1.145, -1.402, -1.258], [-1.365, -2.621, -1.112], [-1.845, -3.296, 0.045], [-1.931, -4.704, -0.048], [-2.355, -5.428, 1.018], [-2.709, -4.808, 2.227], [-2.643, -3.447, 2.341], [-2.232, -2.632, 1.255], [-2.247, -1.342, 1.393], [-2.431, -6.896, 0.910], [-2.078, -7.396, -0.136], [-2.834, -7.497, 1.881], [-1.170, -3.269, -1.981], [-1.658, -5.215, -0.964], [-3.026, -5.428, 3.054], [-2.924, -2.948, 3.260], [6.627, -0.296, 3.657], [5.153, -0.391, 3.370], [4.577, -1.586, 2.958], [3.208, -1.711, 2.747], [2.654, -3.050, 2.320], [2.413, -0.581, 2.953], [0.332, -0.805, 2.941], [2.961, 0.655, 3.319], [2.114, 1.885, 3.504], [4.330, 0.722, 3.525], [7.169, -1.152, 3.259], [6.795, -0.267, 4.735], [7.054, 0.615, 3.239], [5.211, -2.452, 2.796], [2.622, -3.746, 3.160], [3.286, -3.497, 1.553], [1.644, -2.980, 1.907], [1.298, 1.907, 2.778], [2.708, 2.788, 3.367], [1.682, 1.924, 4.508], [4.770, 1.671, 3.813], [0.314, 1.399, -0.725], [1.286, 1.249, -1.890], [1.933, -0.259, -1.987], [1.875, -1.054, -3.233], [2.736, -2.261, -2.900], [2.408, -2.529, -1.430], [2.188, -1.135, -0.829], [2.534, 2.325, -1.853], [2.216, 3.651, -1.267], [2.651, 3.552, 0.206], [3.676, 2.391, 0.241], [3.823, 1.968, -1.226], [0.512, 1.595, -3.274], [1.127, 2.211, -4.479], [0.066, 2.008, -5.561], [-1.249, 1.959, -4.779], [-0.864, 1.157, -3.541], [2.261, -0.484, -4.077], [0.849, -1.362, -3.460], [3.791, -2.003, -3.008], [2.523, -3.111, -3.545], [3.208, -3.064, -0.921], [1.499, -3.129, -1.347], [3.051, -0.791, -0.251], [1.341, -1.145, -0.130], [1.159, 3.884, -1.393], [2.798, 4.405, -1.798], [1.789, 3.326, 0.833], [3.084, 4.491, 0.550], [3.300, 1.560, 0.840], [4.633, 2.696, 0.664], [4.052, 0.918, -1.378], [4.599, 2.558, -1.716], [2.077, 1.743, -4.729], [1.316, 3.270, -4.300], [0.224, 1.060, -6.078], [0.090, 2.806, -6.300], [-2.057, 1.491, -5.340], [-1.557, 2.969, -4.498], [-0.910, 0.082, -3.750], [-1.494, 1.357, -2.671]], "atomic_forces_ev_per_a": [[-0.2964, 0.2386, 0.2613], [-0.0084, 0.0380, 0.0426], [-0.0078, -0.1179, 0.1995], [-0.0251, -0.0139, -0.0585], [-0.0258, 0.0016, 0.0109], [-0.0651, 0.0519, -0.0861], [0.0343, 0.0114, 0.0169], [-0.0487, -0.0307, 0.0139], [0.0636, -0.0472, 0.1056], [0.1447, 0.0407, -0.0394], [-0.2408, 0.0333, 0.1914], [0.0958, 0.0222, -0.0340], [0.1440, -0.1265, 0.0001], [0.0305, 0.0276, 0.0309], [0.0609, 0.0185, 0.0049], [0.0000, -0.0140, 0.0001], [0.0116, 0.0365, -0.0022], [0.0461, -0.0217, 0.0255], [0.0293, -0.0002, -0.0261], [-0.0286, 0.0022, 0.0111], [0.0162, -0.0142, -0.0135], [0.0022, 0.0118, 0.0053], [-0.0155, 0.0339, -0.0066], [-0.0225, -0.0241, 0.0215], [-0.0464, -0.0177, 0.0230], [-0.0050, 0.0349, -0.0573], [-0.0231, -0.0337, -0.0044], [0.0089, -0.0016, 0.0170], [-0.0042, 0.0088, -0.0250], [-0.0364, -0.1349, -0.1917], [0.0829, 0.1903, -0.0973], [-0.0085, -0.0396, 0.0965], [0.0773, 0.1228, -0.1510], [-0.0472, -0.1215, 0.1374], [0.0086, -0.0411, 0.0206], [-0.0846, 0.0626, -0.0002], [0.0232, -0.0417, -0.0675], [-0.0493, -0.1883, -0.1798], [0.0453, 0.0483, 0.0977], [-0.0010, 0.0158, -0.0944], [-0.0306, 0.0011, 0.0203], [0.0103, -0.0100, -0.0104], [0.0055, 0.0171, 0.0274], [-0.0120, 0.0057, -0.0044], [-0.0019, -0.0283, -0.0013], [-0.0933, -0.0020, 0.0050], [0.1014, 0.0354, -0.0045], [0.0139, -0.0674, -0.0656], [0.0366, -0.0929, -0.0384], [0.0574, 0.0896, 0.1008], [-0.0330, -0.0660, -0.0512], [-0.2095, 0.1959, -0.1266], [0.0345, 0.0542, 0.0406], [0.0456, -0.0770, 0.0611], [0.0248, 0.0377, -0.0261], [-0.0063, 0.0136, -0.0132], [-0.0004, -0.0046, -0.0093], [-0.0046, -0.0099, -0.0136], [-0.0209, 0.0239, 0.0203], [-0.0200, 0.0246, -0.0033], [0.0084, -0.0094, 0.0100], [0.0021, -0.0069, -0.0362], [-0.0207, 0.0333, -0.0484], [0.0003, -0.0059, 0.0179], [-0.0104, -0.0078, -0.0229], [-0.0118, -0.0253, 0.0056], [0.1953, -0.1850, 0.0619], [0.2623, 0.0251, -0.2089], [-0.2978, -0.2900, 0.1266], [0.0644, 0.0431, 0.0549], [0.0181, 0.0205, 0.0506], [0.0573, 0.0313, -0.0460], [0.1981, 0.1031, -0.1252], [0.0081, 0.0802, 0.4145], [0.0344, -0.1467, -0.0908], [0.0802, -0.0259, -0.0639], [-0.0173, 0.0988, -0.0820], [-0.1170, 0.1039, -0.0037], [-0.1218, 0.0598, -0.2333], [-0.1223, -0.0494, 0.0991], [-0.0184, 0.0280, 0.0297], [0.0305, -0.0311, 0.0008], [0.0563, 0.0986, 0.0063], [0.0084, 0.0135, 0.0032], [-0.0178, 0.0202, 0.0275], [-0.0057, -0.0093, -0.0194], [0.0287, -0.0077, -0.0018], [-0.0414, -0.0330, 0.0204], [0.0003, 0.0187, 0.0056], [0.0224, 0.0195, -0.0549], [-0.0770, 0.0030, 0.0368], [-0.0158, 0.0180, -0.0100], [0.0099, -0.0033, -0.0426], [-0.0031, -0.0042, 0.0245], [-0.0365, -0.0008, 0.0117], [-0.0098, -0.0247, -0.0009], [-0.0056, -0.0345, 0.0353], [0.0157, -0.0444, 0.0060], [-0.0029, -0.0058, -0.0505], [0.0167, -0.0219, -0.0054], [-0.0012, 0.0203, 0.0280], [0.0172, 0.0034, 0.0016], [0.0004, -0.0322, -0.0320], [-0.0008, 0.0453, -0.0192], [-0.0134, -0.0134, 0.0171], [0.0062, -0.0424, 0.0271], [0.0941, 0.0110, -0.0313]]}

(5)
{"formula": "C3H10N2O", "method": "wB97M-V/def2-TZVPD", "energy_ha": -304.9920, "smiles": "C=CN.NCO", "e_lumo_ev": 0.76, "multiplicity": 1, "symbols": ["C", "C", "N", "H", "H", "H", "H", "H", "H", "N", "C", "O", "H", "H", "H", "H"], "positions_angstrom": [[1.161, -0.514, -2.467], [1.726, -1.535, -1.835], [1.234, 0.848, -2.058], [0.917, -0.512, -3.524], [1.467, -2.504, -2.247], [2.442, -1.445, -1.035], [-1.546, 1.352, 0.489], [0.383, 1.289, -2.381], [1.261, 0.921, -1.050], [-0.464, -0.078, 2.751], [-1.623, 0.620, 2.244], [-1.647, 0.452, 0.822], [-0.110, -0.663, 2.005], [-0.592, -0.657, 3.564], [-2.580, 0.302, 2.629], [-1.497, 1.685, 2.466]], "atomic_forces_ev_per_a": [[1.3752, 1.6906, -0.0103], [-0.5362, -0.5710, -0.8269], [-0.4090, -0.6587, 0.0381], [-0.9624, -0.8209, 0.1565], [0.6860, -0.1201, 0.0399], [-0.4496, 0.0256, 0.5497], [-0.0403, -0.4199, -0.3489], [0.1871, 0.3577, 0.0332], [0.1011, 0.0811, 0.0416], [0.3865, -0.2270, -0.1561], [0.4611, 0.3163, -0.3660], [0.0064, 0.7274, 0.3094], [0.0447, -0.0415, 0.0082], [-0.3752, 0.0031, 0.1268], [-0.2540, -0.3732, 0.3818], [-0.2214, 0.0306, 0.0231]]}

Summary of ΔE to the lowest compared entry with this formula, charge and spin in kcal per mole
89.9 38.2 0.0 33.9 51.8
(order as listed above)